A cluster of 15 separate species, C6H41NO14 in total. Source: OMol25; level of theory: wB97M-V/def2-TZVPD.

Last column: Löwdin charge in e.
Atoms and positions in Å:
C (-0.10032, 0.37719, -1.84010)  -0.128
N (-1.19456, 0.27173, -0.88902)  -0.098
C (-2.54644, 0.26006, -1.50114)  -0.391
C (-3.59606, 0.29350, -0.36465)  -0.175
C (-4.09746, -0.90726, 0.42807)  -0.155
C (-4.42184, -2.03069, -0.19199)  -0.003
C (-2.79081, -0.71859, -2.64954)  -0.055
H (0.81935, 0.49833, -1.25148)  0.076
H (0.13510, -0.38749, -2.56366)  0.061
H (-0.24913, 1.29428, -2.36076)  0.074
H (-1.04285, -0.56145, -0.29491)  0.105
H (-2.76000, 1.27461, -1.92719)  0.139
H (-3.45657, 1.13153, 0.32788)  0.077
H (-4.55351, 0.59113, -0.89607)  0.133
H (-4.24315, -0.81216, 1.50806)  0.098
H (-4.90677, -2.87525, 0.27708)  0.059
H (-4.19245, -2.25066, -1.21682)  0.035
H (-3.86957, -0.77144, -2.89566)  0.091
H (-2.55152, -1.68838, -2.21889)  0.066
H (-2.15868, -0.52027, -3.52813)  0.082
H (3.96451, -0.71023, 0.40896)  0.034
H (3.12448, 0.42009, 1.10099)  0.011
O (3.08954, -0.30673, 0.42837)  -0.078
H (-2.01386, 4.51211, -1.42572)  0.007
H (-1.36055, 5.88392, -1.50270)  0.029
O (-1.94283, 5.28866, -1.98869)  -0.062
H (0.40020, -2.80716, -0.56205)  0.042
H (1.53792, -1.75047, 0.14445)  0.001
O (0.67342, -1.92127, -0.21763)  -0.095
H (-1.08339, -4.49587, 0.20375)  0.005
H (-1.89900, -5.01986, -1.01247)  0.035
O (-1.94474, -4.47996, -0.22178)  -0.058
H (-0.22234, 4.22421, -0.50886)  0.038
H (-0.66194, 3.82140, 0.91126)  -0.007
O (-0.42361, 4.59825, 0.35902)  -0.078
H (3.83752, 3.51947, -1.35090)  0.042
H (4.16648, 2.22298, -0.86240)  0.034
O (4.02754, 3.10937, -0.49306)  -0.061
H (1.65575, -1.71497, -1.79379)  0.009
H (2.26459, -1.84207, -3.18651)  0.047
O (1.84009, -2.37850, -2.50636)  -0.077
H (2.01133, 3.58622, 1.48196)  0.066
H (0.58913, 3.70451, 2.13534)  0.038
O (1.36712, 3.15388, 2.05362)  -0.047
H (-0.39666, 0.48313, 2.52644)  0.053
H (0.38844, 1.64791, 2.75776)  0.011
O (0.33415, 0.74356, 3.11585)  -0.053
H (1.51358, -4.33556, 0.34256)  0.033
H (1.59670, -4.12820, -1.22469)  0.031
O (1.05052, -4.50656, -0.52011)  -0.084
H (5.26072, -1.12608, 3.25560)  0.051
H (4.33302, -0.32844, 2.48146)  -0.004
O (4.96753, -1.06083, 2.33463)  -0.078
H (-2.18121, 2.20506, 0.91947)  0.039
H (-1.06845, 1.34676, 0.73794)  0.050
O (-1.27152, 2.18415, 1.24140)  -0.084
H (2.96382, -3.13161, 2.10542)  0.060
H (1.54215, -2.81848, 2.17929)  0.058
O (2.11108, -3.53905, 1.87167)  -0.043
H (2.70955, 1.84711, 2.64336)  0.036
H (2.00660, 0.52448, 2.93367)  0.049
O (2.91985, 0.90597, 2.75238)  -0.093

Force components x, y, z for each atom (eV/Å):
0.955 0.763 1.159
-0.515 -1.218 -0.002
-0.269 1.708 0.607
-2.318 0.029 -0.569
0.703 -0.242 -0.473
-0.137 -0.794 0.417
-0.176 -0.576 0.898
-0.115 0.045 -0.139
-0.672 -0.730 -0.163
-0.052 0.854 -0.687
-0.193 0.221 -0.741
0.821 -0.429 0.142
0.354 -0.178 -0.262
0.950 -0.001 0.425
-0.105 0.127 -0.376
0.134 0.071 0.495
-0.103 0.380 -0.342
0.632 0.328 -0.173
0.260 -0.395 -0.482
-0.357 -0.008 0.356
-0.022 0.053 0.140
-0.124 -0.813 -0.293
-0.151 0.290 -0.533
-0.116 0.185 0.107
-0.180 -0.071 0.097
0.086 -0.010 -0.303
1.254 0.486 0.944
0.716 -0.694 0.206
-2.177 0.991 -0.295
0.211 -0.258 -0.386
0.388 -0.109 0.038
-0.626 0.376 0.248
0.163 -0.089 0.302
-0.146 0.168 -0.929
-0.042 0.044 0.224
-0.078 0.722 0.450
0.090 -0.300 0.860
-0.145 -0.444 -1.182
-0.125 -0.885 -0.536
0.056 -0.356 -0.126
0.266 1.017 0.228
-0.343 0.248 -0.190
0.293 0.534 -0.140
0.539 -0.475 0.400
0.219 -0.643 0.624
0.542 0.061 0.478
-1.030 0.249 -0.806
-0.203 -0.043 -1.004
0.126 -0.126 0.102
0.217 -0.343 0.585
0.456 -0.460 -0.306
0.006 -0.165 -0.424
-0.386 0.501 1.035
-0.247 0.679 0.418
0.627 0.646 -0.355
-0.509 -1.163 -0.269
0.167 -0.547 -0.324
-0.505 -0.340 -0.225
0.500 0.942 0.712
0.125 -0.153 0.238
0.947 0.391 -0.222
-0.634 -0.050 0.318

Results
**E**: -1361.25869 hartree
**Maximum force**: 2.41 eV/A
**Total charge**: 0

=====

The ion C35H34F6N3O2 with charge +1. Source: OMol25; level of theory: wB97M-V/def2-TZVPD.

Last column: Löwdin charge in e.
Atoms and positions in Å:
C (-2.27678, -2.69775, 5.46588)  -0.017
O (-2.01772, -1.30224, 5.24731)  -0.015
C (-1.19095, -1.12294, 4.20005)  -0.433
O (-0.71994, -2.05244, 3.54921)  0.111
C (-0.85906, 0.33846, 3.90747)  -0.096
C (-0.39923, 1.02385, 5.21756)  -0.104
C (0.99884, 1.52686, 5.04459)  -0.139
C (1.46189, 1.19436, 3.61855)  -0.039
N (0.28812, 0.45081, 2.86118)  0.053
C (0.13552, 1.06474, 1.53935)  -0.169
C (-1.10243, 0.80330, 0.61415)  -0.162
C (-2.30434, 0.21371, 1.02102)  -0.033
C (-3.41337, 0.08385, 0.17348)  0.020
C (-3.35804, 0.53966, -1.17026)  -0.191
N (-4.41415, 0.38033, -2.03857)  -0.041
C (-4.44793, 1.05268, -3.34503)  -0.023
C (-5.15636, 2.35744, -3.16013)  -0.532
F (-5.27308, 3.11123, -4.28051)  0.140
F (-4.49691, 3.10420, -2.21256)  0.116
F (-6.42317, 2.13720, -2.66895)  0.119
C (-5.35802, -0.64652, -1.85510)  -0.254
C (-5.31172, -1.75508, -2.70647)  -0.020
C (-6.31037, -2.71016, -2.63308)  -0.071
C (-7.38734, -2.53057, -1.74809)  -0.070
C (-7.43268, -1.40542, -0.90755)  -0.067
C (-6.40013, -0.48100, -0.93496)  -0.031
C (-2.15586, 1.15294, -1.59490)  0.007
C (-1.07299, 1.25684, -0.72267)  -0.032
C (1.43003, 0.81202, 0.74741)  -0.212
C (2.51918, 1.65846, 0.93915)  -0.059
C (3.75760, 1.42444, 0.38023)  -0.003
C (3.87425, 0.46915, -0.64669)  -0.190
N (5.04262, 0.30677, -1.35244)  -0.037
C (6.18440, 1.19872, -1.15430)  -0.027
C (6.02691, 2.38449, -2.05913)  -0.527
F (6.94545, 3.36539, -1.85721)  0.135
F (6.12463, 1.97750, -3.37428)  0.113
F (4.77854, 2.93893, -1.92214)  0.116
C (5.34050, -0.86281, -2.09802)  -0.254
C (5.02373, -0.93538, -3.46386)  -0.015
C (5.56403, -1.95397, -4.25179)  -0.065
C (6.38113, -2.93247, -3.68144)  -0.074
C (6.69087, -2.86703, -2.31976)  -0.070
C (6.20637, -1.81856, -1.54007)  -0.017
C (2.74331, -0.33788, -0.93327)  0.024
C (1.56297, -0.19679, -0.21211)  -0.024
H (-2.93418, -2.74261, 6.32765)  0.103
H (-2.74872, -3.14692, 4.59063)  0.106
H (-1.34826, -3.22661, 5.67452)  0.104
H (-1.73183, 0.84387, 3.48265)  0.152
H (-1.11562, 1.82367, 5.40711)  0.132
H (-0.44821, 0.32078, 6.05740)  0.128
H (1.02502, 2.60564, 5.17352)  0.120
H (1.67589, 1.11384, 5.79497)  0.125
H (1.66243, 2.15434, 3.12614)  0.101
H (2.37223, 0.55793, 3.57516)  0.152
H (0.59944, -0.54233, 2.77083)  0.183
H (0.03469, 2.15382, 1.59200)  0.166
H (-2.37388, -0.17450, 2.03371)  0.084
H (-4.32611, -0.36933, 0.57360)  0.108
H (-5.01888, 0.43168, -4.02893)  0.145
H (-3.45381, 1.23940, -3.73897)  0.123
H (-4.47632, -1.83995, -3.39994)  0.125
H (-6.25407, -3.59694, -3.26576)  0.109
H (-8.18918, -3.27424, -1.71079)  0.108
H (-8.27270, -1.25408, -0.22782)  0.110
H (-6.38805, 0.39199, -0.28442)  0.124
H (-2.07977, 1.52280, -2.62479)  0.109
H (-0.19001, 1.68770, -1.18368)  0.123
H (2.38354, 2.55330, 1.54301)  0.112
H (4.59984, 2.00914, 0.74079)  0.111
H (6.28729, 1.52602, -0.12236)  0.131
H (7.07191, 0.67008, -1.49223)  0.149
H (4.39117, -0.16452, -3.89671)  0.122
H (5.33746, -1.98377, -5.31359)  0.108
H (6.76843, -3.75041, -4.29575)  0.111
H (7.31040, -3.63181, -1.85884)  0.107
H (6.49361, -1.71200, -0.49617)  0.122
H (2.80719, -1.07013, -1.74314)  0.119
H (0.73077, -0.84516, -0.46104)  0.126

Force components x, y, z for each atom (eV/Å):
-0.321 -0.559 0.371
0.886 0.510 -1.357
0.335 -1.569 -0.828
-0.359 1.682 0.770
-0.019 0.476 0.016
-1.082 -0.331 0.125
0.806 0.160 -0.252
0.125 -0.059 0.249
0.626 -0.754 2.794
-0.674 0.908 -3.631
-0.444 -0.740 0.096
0.122 0.062 -0.251
0.225 0.076 -0.170
0.761 0.115 0.744
0.590 0.474 -0.727
0.079 -0.568 0.665
-0.989 1.217 0.870
0.202 -0.709 0.815
-0.598 -0.344 -0.909
1.112 0.394 -0.591
-1.078 -0.491 0.028
0.055 0.325 0.500
-0.542 -0.179 0.266
0.195 0.129 -0.012
-0.020 -0.603 -0.086
0.301 -0.071 -0.412
-0.169 -0.264 0.654
-0.132 0.133 -0.313
-0.114 0.149 -0.019
-0.139 0.055 0.219
-0.073 0.043 -0.342
-0.408 -0.374 0.381
0.372 0.326 0.520
-0.439 -0.390 -0.084
-0.568 0.975 -1.394
-0.744 -0.919 -0.087
-0.008 0.604 1.277
1.168 -0.170 -0.156
0.909 -0.744 -1.065
0.181 -0.150 0.410
-0.172 -0.101 0.284
-0.111 0.067 0.129
-0.151 0.077 -0.090
-0.510 0.098 -0.286
0.165 0.125 0.052
0.417 -0.050 -0.039
-0.030 0.041 -0.036
0.027 0.127 0.102
-0.023 0.065 -0.010
0.224 -0.131 0.201
0.187 -0.020 0.244
-0.200 0.204 -0.303
0.084 0.053 -0.002
-0.074 -0.072 -0.176
-0.241 -0.871 -0.048
-0.771 0.425 -0.109
-0.297 0.534 -0.424
0.402 -0.053 1.087
-0.301 -0.073 -0.380
0.465 0.125 -0.282
0.056 0.093 -0.164
-0.121 -0.069 -0.229
-0.197 -0.096 0.083
-0.122 0.255 0.167
0.308 0.318 -0.025
0.233 -0.126 -0.202
-0.155 -0.124 -0.220
0.306 -0.110 0.771
0.138 0.036 0.435
0.289 -0.227 -0.065
-0.268 0.097 -0.442
0.195 -0.021 -0.027
0.145 0.074 0.268
0.142 -0.102 0.016
0.025 -0.016 0.152
-0.099 0.351 0.235
-0.021 0.154 -0.129
-0.043 -0.122 -0.124
-0.036 0.220 0.395
0.004 0.024 0.108

Results
**E**: -2267.84411 hartree
**Maximum force**: 3.80 eV/A
**Total charge**: +1
**SMILES**: COC(=O)[C@H]1CCC[N@@H+]1C(c1ccc(N(CC(F)(F)F)c2ccccc2)cc1)c1ccc(N(CC(F)(F)F)c2ccccc2)cc1

=====

A cluster of 3 separate species, C2H7N3 in total. Source: OMol25; level of theory: wB97M-V/def2-TZVPD.

Last column: Löwdin charge in e.
Atoms and positions in Å:
C (0.79954, -0.72068, -0.22275)  -0.412
C (-0.46206, 0.21008, 0.03153)  -0.517
H (2.33807, -0.01572, 1.30038)  0.181
H (1.36460, 1.54670, -0.25780)  0.248
H (0.64025, -1.09201, -1.33194)  0.145
H (0.83067, -1.50112, 0.47378)  0.067
H (-2.61411, -0.04433, -0.25254)  0.184
H (-1.68665, -1.46002, 0.45923)  0.087
H (-1.19667, 2.04439, -0.16000)  0.087
N (1.90201, 0.08887, -0.05820)  -0.183
N (-1.59925, -0.53822, 0.04266)  0.068
N (-0.31639, 1.48206, -0.02435)  0.046

Force components x, y, z for each atom (eV/Å):
-1.943 2.275 -1.208
-0.168 -1.167 -0.787
-1.884 0.645 -5.018
0.333 -4.289 1.085
0.391 0.570 1.991
-0.406 -1.575 0.701
3.810 -1.837 1.473
0.434 0.421 -0.368
1.189 -0.846 0.545
3.879 3.516 3.495
-4.668 2.336 -1.130
-0.967 -0.049 -0.779

Results
**E**: -244.48610 hartree
**Maximum force**: 6.29 eV/A
**Total charge**: 0

=====

The molecule CH3NOS2. Source: OMol25; level of theory: wB97M-V/def2-TZVPD.

Last column: Mulliken spin population.
Atoms and positions in Å:
C (-0.23717, -0.84094, 0.76287)  0.012
N (-0.71501, 0.89538, -1.21480)  0.756
O (-0.61289, 1.72851, -2.05626)  0.579
S (0.82750, -0.15392, -0.56036)  0.157
S (2.04004, 1.17431, 0.29601)  0.498
H (-0.89819, -1.46042, 0.22009)  0.002
H (-0.87192, 0.07895, 1.08102)  -0.004
H (0.46765, -1.42187, 1.47143)  0.000

Force components x, y, z for each atom (eV/Å):
0.943 1.790 0.595
-1.391 1.043 -0.840
0.214 -0.644 0.512
1.885 0.487 1.281
-0.802 -1.128 -0.554
-0.712 -1.108 -0.373
1.421 -1.755 0.266
-1.559 1.316 -0.887

Results
**E**: -966.12861 hartree
**2S+1**: 3
**Maximum force**: 2.33 eV/A
**Total charge**: 0